Here is the ion CH3N2O with charge +1 at a distorted geometry from OMol25. Energies are from the ωB97M-V functional and the def2-TZVPD basis.

Results
total charge	+1
gap between HOMO and LUMO (alpha / beta)	0.373 / 0.372	Ha
2S+1	1

Last column: Mulliken charge in e.
Cartesian coordinates (Å):
O (-2.517, 0.378, -0.032)  -0.34
N (-0.921, -1.185, 0.129)  -0.45
N (-1.416, -0.004, -0.036)  0.90
C (-0.155, 0.688, 0.113)  -0.10
H (0.557, 0.742, -0.700)  0.34
H (-0.332, -1.811, -0.408)  0.36
H (0.114, 1.073, 1.094)  0.29

Here is a cluster of 2 separate species, CH3N2O in total at a distorted geometry from OMol25. Energies are from the ωB97M-V functional and the def2-TZVPD basis.

Results
total charge	+1
gap between HOMO and LUMO (alpha / beta)	0.259 / 0.257	Ha
2S+1	1

Last column: Mulliken charge in e.
Cartesian coordinates (Å):
O (-3.900, 0.472, 0.009)  0.13
N (-3.389, -0.494, 0.023)  0.60
N (-0.844, -0.337, -0.025)  -0.36
C (0.151, 0.370, 0.010)  -0.21
H (1.055, -0.068, 0.309)  0.24
H (-0.894, -1.417, -0.091)  0.32
H (0.062, 1.384, -0.060)  0.26

Here is the ion CH3N2O2 with charge +1 at a distorted geometry from OMol25. Energies are from the ωB97M-V functional and the def2-TZVPD basis.

Results
total charge	+1
gap between HOMO and LUMO (alpha / beta)	0.319 / 0.319	Ha
SMILES	[NH2+]=C=[N+]([O-])O
2S+1	1

Last column: Mulliken charge in e.
Cartesian coordinates (Å):
O (1.143, 0.903, -0.249)  -0.35
O (1.944, -0.974, 0.671)  -0.31
N (-1.194, -0.065, 0.031)  -0.21
N (0.981, -0.373, 0.195)  0.75
C (-0.204, -0.866, -0.278)  0.00
H (0.373, 1.017, -1.002)  0.49
H (-2.163, -0.160, -0.240)  0.28
H (-0.881, 0.518, 0.872)  0.34

Here is a cluster of 2 separate species, CH3N2O2 in total at a distorted geometry from OMol25. Energies are from the ωB97M-V functional and the def2-TZVPD basis.

Results
total charge	+1
gap between HOMO and LUMO	0.334	Ha
2S+1	1

Last column: Mulliken charge in e.
Cartesian coordinates (Å):
O (0.943, 1.071, 0.667)  -0.15
O (-0.628, 0.323, 2.154)  -0.27
N (0.161, -1.276, -0.555)  -0.50
N (-0.170, 0.608, 1.151)  0.73
C (-0.127, 0.678, -0.213)  0.20
H (-0.605, 1.336, -0.926)  0.39
H (-0.607, -1.478, -1.194)  0.30
H (1.033, -1.263, -1.083)  0.30

Record order is preserved below.
Energy relative to the best compared isomer or geometry (same formula, charge and spin): 137.9 77.3 106.5 146.0 kcal per mole